The following is a DFT calculation (the ωB97M-V functional and the def2-TZVPD basis) of a molecular structure, C15H29N2NiOP2S2.

Positions of all 52 atoms, in Å:
Ni (0.32502, -0.91738, 0.18569)
C (3.32702, 0.39182, -0.38984)
P (2.45153, -1.17018, -0.11743)
C (3.03997, -2.25478, -1.43702)
C (3.18768, -1.82972, 1.42121)
C (2.57191, -1.07358, 2.60273)
P (0.76286, -0.96523, 2.32949)
C (0.19876, 0.35620, 3.43577)
C (0.09495, -2.48191, 3.07527)
H (4.40307, 0.21608, -0.42586)
H (3.08118, 1.10134, 0.39743)
H (2.98372, 0.82322, -1.32879)
H (4.12853, -2.31666, -1.42153)
H (2.71637, -1.85733, -2.39905)
H (2.61237, -3.24942, -1.31663)
H (4.27595, -1.75612, 1.40168)
H (2.92861, -2.89114, 1.46991)
H (2.95926, -0.05386, 2.66378)
H (2.78598, -1.56251, 3.55500)
H (0.55895, 0.18536, 4.45115)
H (-0.89021, 0.39119, 3.45071)
H (0.56781, 1.31556, 3.07403)
H (0.35258, -2.54886, 4.13291)
H (0.48406, -3.35349, 2.54953)
H (-0.99043, -2.48114, 2.96900)
C (-5.37783, -1.50047, -1.65036)
C (-4.06111, -1.30405, -0.97336)
C (-3.96997, -0.89198, 0.36072)
C (-2.71190, -0.73963, 0.89268)
N (-1.62458, -1.00214, 0.17003)
C (-1.79801, -1.40353, -1.11130)
S (-0.26255, -1.66752, -1.85798)
N (-2.97057, -1.54782, -1.70647)
H (-6.20900, -1.17914, -1.02689)
H (-5.50074, -2.55722, -1.89234)
H (-5.39120, -0.95437, -2.59290)
H (-4.85204, -0.69395, 0.95086)
H (-2.56164, -0.41045, 1.91480)
O (0.44031, 1.40895, -0.13552)
S (-0.75455, 2.24900, -0.54634)
C (-0.09491, 3.94283, -0.69479)
C (0.19680, 4.22888, -2.17464)
C (0.27522, 2.88391, -2.89438)
C (-0.88422, 2.07301, -2.33537)
H (0.80228, 3.90673, -0.07674)
H (-0.80198, 4.63734, -0.24379)
H (1.11033, 4.81163, -2.28330)
H (-0.61694, 4.81881, -2.59967)
H (1.21376, 2.37613, -2.66484)
H (0.20787, 2.98551, -3.97658)
H (-0.86995, 1.00815, -2.56709)
H (-1.85037, 2.50391, -2.61358)

Spin multiplicity: 1
ΔE to the lowest compared entry with this formula, charge and spin: 0.84 kcal/mol
HOMO (alpha / beta): -0.39878 / -0.39876 Ha
Gap between HOMO and LUMO (alpha / beta): 0.315 / 0.315 Eh
Charge: +1

Löwdin population analysis, charges in e, atoms 1 to 2:
1. Ni -0.14
2. C -0.22

***

The following is a DFT calculation (the ωB97M-V functional and the def2-TZVPD basis) of 2 unconnected molecules or ions with the total composition C5H11N.

Positions of all 17 atoms, in Å:
C (0.66119, 0.32765, -1.65492)
C (-1.77910, -0.03094, 0.89582)
C (1.58182, 1.21579, -0.88036)
C (-0.67188, -0.15639, 1.93057)
C (0.46761, -2.06721, -1.18014)
N (0.66406, -0.92759, -1.53143)
H (-0.00381, 0.77280, -2.38051)
H (-2.73126, 0.18651, 1.37910)
H (-1.55961, 0.77207, 0.19131)
H (2.20485, 1.80457, -1.55577)
H (1.01202, 1.91075, -0.26282)
H (2.22578, 0.62408, -0.23437)
H (0.98449, -2.90498, -1.61851)
H (-1.87923, -0.95650, 0.33401)
H (-0.53030, 0.78155, 2.46647)
H (0.26472, -0.42412, 1.44661)
H (-0.91135, -0.92806, 2.65493)

Spin multiplicity: 1
ΔE to the lowest compared entry with this formula, charge and spin: 63.02 kcal/mol
HOMO: -0.28540 Ha
Gap between HOMO and LUMO: 0.324 Eh

Löwdin population analysis, charges in e, atoms 1 to 2:
1. C -0.21
2. C -0.18

***

The following is a DFT calculation (the ωB97M-V functional and the def2-TZVPD basis) of C22H23N3O5S in the gas phase.

Positions of all 54 atoms, in Å:
C (5.85556, -0.43028, -2.87407)
O (4.96394, -1.42188, -2.40782)
C (5.06094, -1.70883, -1.04073)
C (4.51519, -0.60295, -0.11565)
N (3.16301, -0.22981, -0.47222)
C (2.09863, -1.00844, -0.14556)
S (2.39598, -2.40369, 0.87235)
C (0.66938, -2.85385, 1.28250)
C (0.05122, -3.67179, 0.16132)
C (-0.03374, -1.55441, 1.70831)
O (0.53138, -0.76883, 2.43567)
N (-1.31687, -1.45025, 1.28639)
C (-2.19333, -0.37006, 1.43999)
C (-1.87883, 0.77279, 2.16915)
C (-2.80487, 1.78940, 2.28325)
C (-4.04942, 1.69832, 1.67443)
C (-4.35316, 0.56858, 0.90970)
C (-3.42885, -0.45943, 0.80746)
O (-5.54421, 0.43497, 0.24102)
C (-6.26706, 1.64253, 0.14560)
C (-6.26479, 2.36674, 1.49113)
O (-4.94880, 2.72182, 1.84863)
N (0.87871, -0.79047, -0.48901)
C (0.59334, 0.33482, -1.20997)
C (-0.72807, 0.60104, -1.58477)
C (-1.02035, 1.74408, -2.29137)
C (-0.01449, 2.64160, -2.64840)
C (1.29063, 2.38956, -2.29352)
C (1.60766, 1.23670, -1.57248)
C (2.98453, 0.96049, -1.19202)
O (3.93471, 1.67606, -1.44154)
H (5.79062, -0.45604, -3.96004)
H (5.57629, 0.56699, -2.52193)
H (6.88322, -0.65343, -2.56426)
H (6.10548, -1.90332, -0.75343)
H (4.47923, -2.62354, -0.89791)
H (5.11985, 0.30243, -0.20834)
H (4.53701, -0.95886, 0.91733)
H (0.78576, -3.46730, 2.18245)
H (0.72443, -4.48623, -0.09979)
H (-0.09363, -3.05237, -0.72132)
H (-0.89437, -4.11359, 0.47328)
H (-1.65378, -2.16405, 0.65818)
H (-0.91789, 0.85482, 2.64581)
H (-2.58237, 2.67561, 2.85493)
H (-3.69807, -1.32499, 0.22046)
H (-5.81090, 2.29287, -0.61351)
H (-7.27924, 1.37449, -0.16066)
H (-6.69718, 1.70652, 2.25607)
H (-6.83562, 3.29506, 1.44288)
H (-1.50309, -0.09386, -1.30481)
H (-2.04265, 1.94876, -2.57402)
H (-0.26301, 3.53318, -3.20382)
H (2.09149, 3.06378, -2.55699)

Spin multiplicity: 1
SMILES: COCCn1c(S[C@H](C)C(=O)Nc2ccc3c(c2)OCCO3)nc2ccccc2c1=O
ΔE to the lowest compared entry with this formula, charge and spin: 31.79 kcal/mol
HOMO: -0.29154 Ha
Gap between HOMO and LUMO: 0.312 Eh

Löwdin population analysis, charges in e, atoms 1 to 2:
1. C -0.10
2. O -0.17

***

The following is a DFT calculation (the ωB97M-V functional and the def2-TZVPD basis) of a molecular structure, C59H45N2O4P3SiW.

Positions of all 115 atoms, in Å:
W (-0.02773, -0.45234, 0.10904)
C (2.76107, 5.97166, -1.66316)
C (1.40667, 5.91456, -1.95046)
C (0.67957, 4.77396, -1.65816)
C (1.31327, 3.65766, -1.11406)
C (2.68197, 3.70856, -0.86896)
C (3.39647, 4.86606, -1.12276)
P (0.35667, 2.14366, -0.69126)
C (-1.29843, 2.86296, -0.39666)
C (-2.23183, 3.09576, -1.32866)
C (-3.56903, 3.52876, -0.96926)
C (-3.99123, 3.54326, 0.29564)
C (-3.09893, 3.12976, 1.42174)
C (-1.61903, 2.92196, 1.06864)
C (0.23107, 1.21916, -2.26596)
C (0.23137, 1.75016, -3.54596)
C (0.18527, 0.88676, -4.62736)
C (0.18417, -0.48374, -4.41316)
C (0.21327, -1.00674, -3.12776)
C (0.21567, -0.17314, -2.00616)
Si (0.58127, -2.82204, 0.51504)
C (2.04877, -2.97504, 1.72234)
C (2.37347, -4.04424, 2.55164)
C (3.45227, -3.96884, 3.41844)
C (4.22517, -2.81994, 3.46534)
C (3.93087, -1.74614, 2.63454)
C (2.85387, -1.81354, 1.76254)
P (2.49517, -0.48944, 0.53424)
C (3.47427, 0.91996, 1.14854)
C (4.83577, 1.03996, 0.86884)
C (5.55077, 2.10336, 1.39394)
C (4.92277, 3.04616, 2.19224)
C (3.56977, 2.92996, 2.47144)
C (2.84667, 1.87176, 1.95154)
C (3.39467, -1.11464, -0.92216)
C (3.36937, -0.33844, -2.08106)
C (3.93637, -0.82124, -3.24626)
C (4.53297, -2.07344, -3.26266)
C (4.58457, -2.83404, -2.10666)
C (4.00957, -2.36394, -0.93876)
C (-0.73903, -4.16614, 0.26804)
C (-0.63753, -5.53414, 0.50904)
C (-1.72753, -6.36584, 0.31004)
C (-2.94393, -5.84054, -0.09766)
C (-3.06503, -4.48244, -0.35056)
C (-1.96273, -3.65004, -0.20116)
P (-2.11553, -1.84604, -0.48826)
C (-3.47333, -1.45754, 0.65434)
C (-4.76713, -1.13184, 0.27374)
C (-5.70683, -0.84084, 1.25074)
C (-5.36013, -0.87534, 2.59034)
C (-4.06663, -1.21074, 2.97074)
C (-3.12583, -1.49714, 2.00424)
C (-2.69043, -1.60524, -2.18816)
C (-2.89233, -0.27614, -2.57166)
C (-3.12833, 0.03146, -3.89736)
C (-3.15063, -0.98154, -4.84636)
C (-2.96533, -2.30134, -4.46656)
C (-2.72423, -2.62004, -3.14006)
H (3.31607, 6.87546, -1.85766)
H (0.91047, 6.76906, -2.38816)
H (-0.38243, 4.76476, -1.84986)
H (3.19227, 2.84276, -0.47566)
H (4.44907, 4.90416, -0.88426)
H (-2.00433, 2.97926, -2.38116)
H (-4.22663, 3.83336, -1.76886)
H (-4.98923, 3.84506, 0.56504)
H (-3.27053, 3.75376, 2.30524)
H (-0.89183, 3.51106, 1.63424)
H (0.29127, 2.81726, -3.69746)
H (0.18307, 1.27676, -5.63386)
H (0.16057, -1.15184, -5.26066)
H (0.23777, -2.08684, -3.00176)
H (1.77977, -4.94214, 2.51524)
H (3.68927, -4.80414, 4.05344)
H (5.07097, -2.76444, 4.13034)
H (4.55857, -0.86604, 2.66244)
H (5.32587, 0.30986, 0.24104)
H (6.60327, 2.19416, 1.18004)
H (5.48437, 3.87386, 2.59564)
H (3.07847, 3.66336, 3.09074)
H (1.78327, 1.78816, 2.14944)
H (2.91247, 0.64436, -2.06496)
H (3.91067, -0.22684, -4.14616)
H (4.96697, -2.45454, -4.17406)
H (5.07077, -3.79764, -2.10896)
H (4.05247, -2.96394, -0.04226)
H (0.29037, -5.95694, 0.85974)
H (-1.63683, -7.42604, 0.48514)
H (-3.79613, -6.49164, -0.22006)
H (-4.01923, -4.07334, -0.65536)
H (-5.04043, -1.11024, -0.77166)
H (-6.71613, -0.58914, 0.96164)
H (-6.09853, -0.65904, 3.34654)
H (-3.80263, -1.25004, 4.01804)
H (-2.10123, -1.75554, 2.27624)
H (-2.84733, 0.50186, -1.81636)
H (-3.26913, 1.05826, -4.20486)
H (-3.30743, -0.73664, -5.88586)
H (-2.98583, -3.08244, -5.21206)
H (-2.55973, -3.64904, -2.85306)
O (-3.48923, 2.05086, 4.48744)
C (-2.28243, 1.87616, 5.00134)
O (-1.97943, 2.22556, 6.10514)
C (-1.28243, 1.14306, 4.15204)
C (-0.23923, 0.42536, 4.71984)
N (0.44817, -0.15394, 3.72924)
N (-0.07343, 0.15626, 2.53094)
C (-1.12313, 0.95536, 2.76414)
C (-1.86313, 1.44186, 1.54174)
O (-3.24343, 1.73036, 1.80564)
O (-1.69303, 0.55906, 0.53024)
H (-3.59573, 1.74046, 3.56114)
H (-0.00633, 0.31136, 5.75974)
H (1.28357, -0.72354, 3.79474)

Spin multiplicity: 1
HOMO (alpha / beta): -0.47466 / -0.46802 Ha
Gap between HOMO and LUMO (alpha / beta): 0.226 / 0.224 Eh
Charge: +2

Löwdin population analysis, charges in e, atoms 1 to 2:
1. W 1.08
2. C -0.05

***

Ordered max |F| results: 0.00591, 0.02351, 0.01542, 0.03072; unit hartree/bohr.